[1]
A molecular structure, C30H60AsF6O24. Source: the OMol25 dataset; level of theory: wB97M-V/def2-TZVPD.

Geometry as XYZ:
```
121
Properties=species:S:1:pos:R:3:forces:R:3:mulliken_charge:R:1
As -0.661767 0.082139 -0.175391 -1.64 -0.46 1.30 5.067
F 0.851206 -0.787339 -0.424306 -5.48 2.11 -1.85 -0.575
F -0.778456 0.043374 -2.010320 0.32 4.07 6.05 0.227
F -2.187207 0.973910 -0.020046 4.42 -1.61 -1.22 -1.808
F -0.424052 -0.001697 1.640767 -2.67 -1.78 -4.04 -0.829
F 0.204260 1.666725 -0.266874 -0.28 -8.02 0.39 -0.005
F -1.655241 -1.487563 -0.107185 4.87 3.59 -2.40 1.258
C -1.227994 -2.677130 -3.152100 -1.68 -0.22 0.50 -0.836
O -0.324499 -1.693694 -2.758691 -5.99 -6.20 3.80 -0.593
H -2.106657 -2.112726 -3.464326 -0.37 -0.80 -0.51 0.528
H -0.874552 -3.369855 -3.915851 0.33 0.36 0.04 0.269
H -1.471724 -3.203746 -2.229393 -0.35 -0.68 -0.44 -0.001
H -0.686769 -1.225570 -2.002902 0.14 -1.32 -0.90 -1.365
C -1.478521 2.814116 2.242631 -0.73 1.08 1.25 -1.454
O -1.488201 2.883355 3.667986 0.00 -0.57 0.52 -0.614
H -1.101694 1.843835 1.919130 -0.34 0.70 0.51 0.694
H -2.538157 2.897893 2.001281 0.81 0.50 -0.56 0.926
H -0.908287 3.643758 1.824733 -0.06 -0.35 0.08 0.758
H -1.789233 3.760462 3.916295 -0.06 -0.02 0.00 0.367
C -3.325633 -0.543674 -1.949333 0.54 -0.10 1.91 0.353
O -4.124842 -1.048562 -2.941941 -1.02 -0.22 -1.45 -0.629
H -3.445643 -1.077820 -1.006796 -0.46 0.44 -0.52 0.159
H -2.259214 -0.659118 -2.143018 -2.00 -0.03 -0.66 -0.543
H -3.503229 0.493037 -1.663305 -0.38 0.19 -0.89 0.305
H -4.566038 -1.855563 -2.666812 0.04 0.06 0.16 0.455
C 2.038980 -0.696983 -2.982483 -1.68 -1.39 -1.35 -0.667
O 1.212081 -1.337046 -3.946512 7.63 1.85 -5.35 -0.865
H 1.326046 -0.182447 -2.338224 0.96 -0.73 0.34 -0.081
H 2.642151 -1.453764 -2.480916 0.36 0.24 0.38 0.427
H 2.639550 0.082139 -3.451920 0.58 -0.52 -0.07 0.655
H 0.382422 -1.576184 -3.526889 1.93 0.98 -1.75 1.209
C -2.213154 3.478958 -0.567151 -1.01 0.61 0.11 -0.758
O -0.858606 3.556521 -0.193721 -2.03 2.08 -0.92 -0.380
H -2.402080 3.170190 -1.595293 0.38 0.26 -0.45 0.225
H -2.759876 2.714227 -0.015450 -0.07 1.07 0.14 0.399
H -2.675638 4.456275 -0.429158 0.01 -0.02 0.05 0.320
H -0.478873 2.696795 -0.389404 -1.35 1.96 0.63 -1.327
C -3.845371 0.907030 1.471251 -1.73 0.98 0.15 -0.040
O -5.225897 0.864573 1.847408 0.50 0.14 0.36 -0.696
H -3.435655 1.915975 1.518643 -1.37 -0.49 -0.04 0.018
H -3.186609 0.293922 2.086255 -0.90 1.40 0.16 0.331
H -3.797166 0.598370 0.426970 -0.85 -0.08 0.68 -0.007
H -5.509092 -0.024582 1.622021 -0.28 -0.03 0.20 0.361
C 1.378680 1.112396 2.163487 0.45 1.22 0.22 -1.085
C 1.971005 2.363118 2.686167 0.11 0.52 -1.55 1.675
C 1.249757 3.052507 3.772487 -2.25 -0.31 -0.46 -0.366
O 2.245104 3.505004 4.609301 0.72 1.01 1.48 -0.370
C 3.385584 2.919797 4.263812 4.09 -0.03 2.44 0.447
O 4.473459 3.011364 4.824049 -2.46 0.46 -0.61 -0.648
O 3.221636 2.127006 3.247081 0.97 -1.36 -0.71 -0.617
H 0.506268 1.315499 1.542399 2.13 1.36 1.31 -1.387
H 0.969627 0.435457 2.913516 0.80 0.38 0.48 0.790
H 2.106269 0.602175 1.532315 -0.70 1.18 1.08 -2.014
H 2.149028 3.059595 1.866812 0.17 0.05 0.65 0.736
H 0.578553 2.302785 4.191437 0.13 0.38 0.94 0.406
H 0.634717 3.887672 3.437314 0.20 -0.06 0.07 0.282
C 0.737679 -5.117167 -1.998888 0.84 0.07 -0.10 -1.701
C 1.220854 -4.473160 -0.702324 -0.37 -0.88 -0.76 0.228
C 0.843212 -3.011123 -0.559818 0.13 -1.62 -1.62 -0.182
O 0.134619 -2.958800 0.648450 -0.86 -0.98 0.14 0.079
C -0.051838 -4.207046 1.123104 -1.01 -1.19 1.42 0.229
O -0.710640 -4.511111 2.094015 1.29 0.28 -0.91 -0.558
O 0.553829 -5.123242 0.390210 0.10 0.14 -0.27 -0.412
H 1.118488 -4.551536 -2.849264 0.25 0.05 -0.05 0.335
H -0.343718 -5.132501 -2.134744 0.03 -0.09 0.51 0.344
H 1.157117 -6.121962 -2.049753 -0.27 -0.07 -0.15 0.473
H 2.274383 -4.678557 -0.512608 0.15 0.23 -0.40 0.548
H 0.166796 -2.654343 -1.336513 0.81 -0.84 0.43 0.283
H 1.719046 -2.362269 -0.556437 -0.87 -1.76 -0.59 -1.404
C -3.328992 -3.101994 -0.125621 0.16 -0.79 0.69 -1.367
C -2.908987 -2.933601 1.339691 0.77 0.06 -1.06 1.941
C -2.587265 -1.491873 1.768664 -0.83 -1.92 0.67 0.635
O -3.349242 -1.389532 2.958008 -1.21 0.05 0.98 -0.602
C -4.224627 -2.426171 3.098251 0.12 -0.17 3.27 0.307
O -4.941040 -2.598327 4.079375 1.11 0.75 -2.54 -0.642
O -3.999813 -3.320240 2.155418 -0.79 -0.61 -0.29 -0.503
H -3.517108 -4.148255 -0.366538 -0.43 -0.02 0.21 0.497
H -2.520429 -2.766423 -0.775014 -1.02 -0.80 0.06 -0.216
H -4.206311 -2.465769 -0.242376 -0.24 -0.41 -0.35 0.391
H -2.035311 -3.528361 1.606214 -1.13 0.02 -0.14 -0.194
H -2.873741 -0.763891 1.009667 -0.40 -1.10 1.28 -0.543
H -1.543400 -1.340575 2.043545 -1.18 -0.44 0.06 -0.237
C 2.997779 0.789783 -0.491568 0.25 0.88 -0.01 -1.220
C 2.871121 2.238446 -0.942383 0.64 -1.97 0.22 1.459
C 1.802377 3.061832 -0.278692 1.40 0.42 0.70 1.011
O 2.565045 4.245577 0.020624 -1.00 1.71 0.39 -0.593
C 3.890379 4.060815 -0.054628 2.08 1.08 0.73 0.423
O 4.804263 4.814833 0.292387 -2.96 -1.64 -0.89 -0.676
O 4.095516 2.838318 -0.535461 0.87 -0.02 -0.56 -0.576
H 3.326571 0.767700 0.547426 0.25 0.46 -0.70 0.870
H 3.807938 0.323004 -1.051819 -0.17 -0.24 -0.19 0.800
H 2.048369 0.258226 -0.556191 1.81 1.03 -0.45 0.180
H 2.731733 2.309551 -2.021091 1.44 -0.26 1.24 -0.087
H 1.469212 2.609259 0.655270 0.75 0.92 -0.81 -1.854
H 0.880121 3.168141 -0.849862 2.23 1.97 -0.16 1.646
C -0.419504 2.080816 -2.841212 -1.75 0.67 -0.68 -1.036
C 1.022262 2.001647 -3.216050 -1.16 -0.01 -0.54 1.735
C 1.234006 2.036073 -4.691365 1.28 -0.93 -1.10 -0.747
O 2.263713 3.047806 -4.836836 -0.25 0.08 -0.96 -0.414
C 2.305857 3.802170 -3.721751 -0.34 0.72 -0.71 0.599
O 2.855144 4.847355 -3.558496 0.26 -0.50 -0.33 -0.582
O 1.554547 3.213595 -2.810652 -0.65 2.50 0.08 -0.241
H -0.575084 2.197219 -1.768677 -0.06 0.13 -2.06 -0.407
H -1.032892 1.232387 -3.144546 0.44 1.09 -0.90 0.241
H -0.902038 2.933133 -3.319568 0.48 0.43 -0.10 0.661
H 1.645459 1.206444 -2.806945 -0.95 0.99 0.17 -1.388
H 0.333514 2.174531 -5.289725 0.09 0.81 0.02 0.292
H 1.671360 1.105498 -5.053085 -0.02 -0.05 -0.01 0.407
C 0.687305 -2.305910 3.068738 -0.58 0.34 -0.68 -1.925
C 1.924217 -2.499763 2.154694 0.32 0.52 0.99 0.352
C 2.250984 -1.356212 1.166578 0.86 -0.74 1.80 0.082
O 3.467666 -0.781413 1.719059 -0.75 0.63 -1.25 -0.339
C 3.913460 -1.470774 2.723536 3.10 -2.05 2.91 0.558
O 5.015220 -1.396244 3.284659 -3.31 0.33 -1.77 -0.659
O 3.003752 -2.426336 3.060896 1.46 -0.33 0.49 -0.480
H 0.826798 -1.414622 3.680490 0.19 -0.12 -0.01 0.316
H 0.402737 -3.136295 3.714954 0.76 -0.09 -0.04 0.491
H -0.199249 -2.168434 2.449697 0.52 0.20 0.71 0.457
H 1.991059 -3.428732 1.588425 0.21 -0.25 0.80 0.458
H 1.378771 -0.710824 1.062605 2.19 -0.54 1.99 1.560
H 2.456192 -1.607661 0.126011 1.50 0.07 1.46 0.813
```
Positions in Å, forces in eV/Å.

Computed properties:
- Net charge: -1
- DFT total energy: -158348.437 eV
- Relative energy (zero: lowest compared OMol25 entry of this formula, charge and spin): 26.0220 eV
- Spin multiplicity: 1
- HOMO-LUMO gap: 7.555 eV

=====

[2]
2 unconnected molecules or ions with the total composition H4SSi. Source: the OMol25 dataset; level of theory: wB97M-V/def2-TZVPD.

Geometry as XYZ:
```
6
Properties=species:S:1:pos:R:3:forces:R:3:mulliken_charge:R:1
Si -0.886759 -0.082633 0.025115 1.81 -0.66 0.00 0.356
S 2.281067 -1.141276 0.831061 -1.42 -0.18 0.49 -0.392
H -0.243381 0.156497 -1.255029 -0.16 0.28 -0.25 -0.027
H -2.067724 -0.931070 -0.012047 -0.14 -0.17 0.14 -0.027
H -0.730738 0.886600 1.082550 -0.20 0.36 0.22 -0.007
H 3.177368 -0.668056 -0.016339 0.11 0.35 -0.59 0.098
```
Positions in Å, forces in eV/Å.

Computed properties:
- Net charge: 0
- DFT total energy: -18774.243 eV
- Relative energy (zero: lowest compared OMol25 entry of this formula, charge and spin): 3.5306 eV
- Spin multiplicity: 1
- HOMO-LUMO gap (alpha / beta): 7.422 / 6.020 eV

=====

[3]
A molecular structure, C32H45Cl2CrN2PS. Source: the OMol25 dataset; level of theory: wB97M-V/def2-TZVPD.

Geometry as XYZ:
```
84
Properties=species:S:1:pos:R:3:forces:R:3:mulliken_charge:R:1
P 1.532520 1.734703 -0.483396 -0.67 0.26 0.10 1.324
C 1.802945 2.871492 0.990837 0.19 -0.64 -0.31 0.249
C 3.141578 3.622236 1.043611 -0.06 0.08 -0.03 -0.446
C 3.304472 4.327323 2.395954 -0.04 -0.08 0.00 -0.946
C 2.115551 5.230566 2.744194 0.01 0.00 -0.08 -0.737
C 0.768087 4.521676 2.572764 0.08 -0.10 -0.08 -0.913
C 0.642809 3.845798 1.201376 -0.06 0.17 0.14 -0.343
C 1.178885 2.802469 -1.975209 0.28 -0.28 0.35 -0.194
C 2.155220 3.950458 -2.238197 -0.03 0.06 -0.14 -0.819
C 1.848157 4.590886 -3.600645 -0.01 -0.06 0.04 -0.875
C 0.382949 5.030255 -3.732994 -0.04 -0.01 0.07 -0.771
C -0.605072 3.926218 -3.336296 0.13 -0.02 0.08 -0.737
C -0.255258 3.328644 -1.970531 -0.28 -0.11 -0.12 0.729
C 3.224420 1.060073 -0.835219 0.15 0.62 -0.02 0.194
C 3.746244 0.235846 0.349772 0.08 -0.15 -0.05 0.005
C 5.151641 -0.311309 0.070151 -0.07 0.07 -0.09 -1.042
C 5.232508 -1.092046 -1.247721 -0.10 0.01 0.01 -0.583
C 4.666059 -0.292192 -2.426725 -0.09 0.10 0.14 -0.931
C 3.260301 0.259445 -2.142933 0.08 -0.21 -0.03 -0.571
H 1.773443 2.126602 1.807118 0.02 0.30 -0.09 0.790
H 3.173160 4.366143 0.233402 0.04 -0.11 0.22 0.124
H 3.994693 2.948665 0.885372 -0.19 0.14 0.06 0.176
H 4.232141 4.910326 2.386908 -0.05 -0.01 0.09 0.405
H 3.414592 3.563925 3.178331 -0.02 0.04 -0.08 0.365
H 2.218974 5.586802 3.774670 0.01 0.04 -0.06 0.404
H 2.139958 6.119516 2.100539 -0.01 -0.06 -0.01 0.328
H 0.659231 3.758455 3.354971 -0.02 0.05 -0.10 0.379
H -0.050599 5.237405 2.701377 0.06 -0.05 0.06 0.401
H -0.323064 3.330462 1.112867 0.26 0.08 -0.03 -0.409
H 0.673202 4.620107 0.418890 0.03 -0.09 0.19 0.227
H 1.252425 2.065610 -2.793385 -0.07 0.23 0.11 0.958
H 2.073849 3.859823 -4.388630 0.00 0.04 0.06 0.368
H 3.201284 3.610589 -2.211254 -0.19 0.08 -0.03 0.219
H 2.043766 4.710931 -1.449699 -0.01 -0.15 -0.19 0.225
H 2.513285 5.447845 -3.755605 -0.05 -0.04 -0.08 0.411
H 0.186352 5.349733 -4.762205 0.04 0.05 0.06 0.430
H 0.211650 5.906264 -3.093150 0.03 -0.07 -0.01 0.316
H -1.630381 4.317192 -3.312775 0.17 -0.06 -0.05 0.392
H -0.582929 3.124970 -4.089416 0.00 0.07 0.10 0.384
H -0.947105 2.520907 -1.719922 0.17 0.22 -0.02 -1.742
H -0.381627 4.090101 -1.189494 0.01 -0.12 -0.22 0.315
H 3.874115 1.945220 -0.961643 0.04 -0.29 0.01 0.649
H 3.766377 0.830787 1.274893 -0.09 -0.14 -0.25 0.383
H 3.048402 -0.588890 0.550377 0.19 0.19 -0.03 -0.592
H 5.851180 0.535265 0.022743 -0.02 -0.07 0.01 0.366
H 5.471270 -0.944380 0.906758 0.00 0.07 -0.10 0.400
H 4.679542 -2.037128 -1.151829 0.00 0.12 0.02 0.206
H 6.276006 -1.356627 -1.453317 -0.08 -0.05 0.02 0.403
H 4.635377 -0.915295 -3.328609 0.05 0.07 0.10 0.416
H 5.338330 0.551127 -2.640632 -0.04 -0.07 0.02 0.364
H 2.946694 0.881655 -2.993132 0.04 -0.13 0.23 0.178
H 2.532049 -0.562605 -2.088234 0.16 0.12 -0.01 0.107
Cr -0.179187 -0.076866 -0.111176 0.40 1.06 -0.06 -0.997
Cl -0.214813 -0.364931 -2.379169 -0.12 -0.09 -0.63 -0.565
Cl 0.641073 -0.223371 1.983478 0.48 -0.35 0.87 -0.610
C -1.502622 1.212792 0.469065 -0.77 0.23 0.51 -1.447
H -1.357578 1.510246 1.530409 -0.03 -0.38 -0.50 0.382
C -2.763076 1.658669 -0.027052 1.47 -0.57 0.02 2.249
C -3.094279 1.497516 -1.411988 -0.64 -0.02 -0.11 -0.107
C -4.360027 1.829253 -1.873515 0.23 0.06 0.37 -1.222
C -5.297813 2.405536 -1.006784 -0.50 0.02 -0.28 -0.636
C -4.973919 2.629461 0.344073 0.51 -0.15 0.00 -0.483
C -3.731486 2.261417 0.838621 -0.52 0.26 -0.38 -0.858
H -2.333920 1.113292 -2.101028 -0.37 0.04 0.27 0.287
H -4.608975 1.633134 -2.917385 -0.03 0.19 0.15 0.367
H -5.709873 3.087429 1.009714 0.16 -0.11 -0.17 0.351
H -3.475139 2.415175 1.891980 -0.08 -0.08 -0.35 0.343
H -6.279739 2.684016 -1.385446 0.12 -0.05 0.09 0.340
N -3.115728 -1.721125 -0.710730 0.21 -0.48 0.16 -0.242
C -2.126598 -2.483917 -0.218782 0.97 0.72 0.12 0.404
N -0.882239 -2.075466 0.010506 -1.18 -0.69 -0.33 0.730
C -0.037800 -3.150643 0.322915 -0.98 -0.16 -0.13 -0.605
C 1.347653 -3.095976 0.472088 0.04 -0.27 0.20 -0.123
C 2.027099 -4.259953 0.851093 -0.37 0.05 -0.24 -0.677
C 1.348918 -5.486712 0.941742 -0.38 0.14 -0.06 -0.565
C -0.034023 -5.558132 0.702994 0.13 0.30 0.13 -0.431
C -0.727488 -4.379497 0.439720 0.72 -0.08 0.10 0.744
S -2.451519 -4.167624 0.153980 0.72 0.01 -0.08 -0.365
H -4.016517 -2.160604 -0.842512 0.25 0.38 -0.08 0.270
H -2.900387 -0.860047 -1.211935 -0.12 0.09 0.35 0.027
H 1.863860 -2.147687 0.310935 -0.17 -0.41 0.23 0.393
H 3.095900 -4.214702 1.071102 -0.31 -0.03 -0.21 0.402
H 1.897769 -6.395699 1.187210 -0.14 0.23 -0.06 0.350
H -0.587836 -6.494136 0.715375 0.29 0.03 0.13 0.352
```
Positions in Å, forces in eV/Å.

Computed properties:
- Net charge: -1
- DFT total energy: -110490.160 eV
- Spin multiplicity: 4
- HOMO-LUMO gap (alpha / beta): 4.082 / 4.857 eV